Density functional theory data (ωB97M-V with the def2-TZVPD basis set) for a molecular structure, C34H42F9N4O7SSbSn.

Structure (XYZ):
```
99
Properties=species:S:1:pos:R:3:forces:R:3:mulliken_charge:R:1
Sn -0.222551 1.333136 0.639035 -1.189 0.582 0.922 1.152
C 4.390353 -1.143919 -1.502651 1.961 0.948 -1.780 -1.038
C 4.141643 0.319020 -1.167161 0.121 -2.223 0.597 0.789
O 3.979781 0.488965 0.161294 0.138 -0.600 0.130 -0.296
C 3.997924 1.487126 -1.796819 0.018 0.998 -2.499 -0.891
C 3.739503 2.441146 -0.780029 -0.304 0.738 -0.267 1.095
C 3.387803 3.900824 -0.883018 1.731 -0.558 0.738 -1.219
N 3.706349 1.797972 0.358271 -0.149 0.630 -0.763 1.319
N 3.624551 2.266303 1.605447 -0.120 0.227 0.696 -1.432
C 2.581247 1.807269 2.299716 1.048 0.149 1.040 0.648
O 1.685602 1.030012 1.898889 -0.429 0.011 -0.350 -0.685
C 2.640765 2.189426 3.758056 -2.068 -0.472 0.990 0.266
C 1.634218 1.699679 4.682430 1.212 -0.466 -3.520 -0.326
C 1.740057 2.044898 5.961054 -1.649 0.390 2.892 -0.665
C 2.625744 2.982628 6.412764 2.691 1.165 -0.336 -0.287
C 3.646129 3.485307 5.567596 -1.625 -0.159 0.585 -0.847
C 3.581267 3.083362 4.248987 0.647 -0.057 -1.096 -0.111
H 3.480137 -1.715819 -1.408899 -0.237 -0.247 0.137 0.135
H 5.198547 -1.511454 -0.816254 -0.911 0.149 -0.570 0.358
H 4.809142 -1.243228 -2.598557 -0.954 0.252 2.144 0.305
H 3.990425 1.648915 -2.927691 0.165 -0.160 2.043 0.248
H 3.773324 4.311888 -1.800358 0.211 0.086 -0.353 0.415
H 3.784055 4.484084 -0.023725 -0.374 -0.520 -0.490 0.421
H 2.338767 3.950671 -0.908116 -1.473 0.316 0.230 -0.166
H 0.783109 1.068110 4.421563 0.566 0.054 -0.506 0.356
H 0.972616 1.677810 6.660512 0.426 0.161 -0.273 0.335
H 2.635911 3.361328 7.412164 -0.306 -0.146 0.619 0.427
H 4.354284 4.255068 5.896761 -0.316 -0.484 -0.090 0.365
H 4.262976 3.482596 3.508207 0.187 0.008 0.158 0.414
C -0.477728 -5.678179 1.550135 0.121 -0.762 -0.495 -1.243
C 0.666362 -5.156083 0.618210 -0.430 -0.583 0.962 0.244
C 1.912584 -4.783287 1.458987 -0.405 -1.133 -0.056 -1.474
Sb 0.245030 -3.466198 -0.668819 0.071 0.141 -0.683 0.325
C -0.917857 -4.352123 -2.334944 -0.606 -0.380 1.475 0.893
C -0.069738 -4.414268 -3.586439 0.424 2.507 0.190 -1.468
C -1.498652 -5.749188 -1.957317 0.386 1.049 1.923 -1.300
C -1.252935 -2.352006 0.412851 0.274 1.060 -0.409 3.311
C -0.800523 -2.063184 1.865013 -1.333 1.015 -0.760 -1.779
C -2.711724 -2.805438 0.384494 0.419 -0.632 0.569 -1.479
H -0.225233 -6.667491 2.013938 0.043 0.711 -0.444 0.422
H -1.422815 -5.829873 1.011677 0.282 0.006 -0.018 0.170
H -0.719512 -5.029142 2.379417 0.184 0.405 0.170 0.291
H 0.901833 -5.981283 -0.075662 0.113 0.296 0.220 0.394
H 1.739074 -3.901939 2.052942 -0.072 0.476 0.199 0.317
H 2.777835 -4.631188 0.835865 0.343 0.264 -0.305 0.367
H 2.185249 -5.590430 2.162440 -0.228 0.148 -0.211 0.398
H -1.758670 -3.663586 -2.473783 0.246 0.028 -0.077 -0.319
H 0.783135 -5.067259 -3.473130 0.350 -0.124 -0.077 0.399
H 0.249343 -3.352718 -3.934901 -0.227 -1.736 0.809 0.143
H -0.693234 -4.744361 -4.367997 -0.648 -0.795 -1.233 0.503
H -0.666403 -6.424282 -1.697673 -0.515 -0.047 -0.167 0.262
H -2.080621 -6.123821 -2.742504 -0.524 -0.832 -1.604 0.545
H -2.255780 -5.752914 -1.108133 1.206 0.369 -0.652 0.192
H -1.152355 -1.394054 -0.159113 -0.322 -0.528 0.387 -2.213
H -0.793375 -2.972316 2.416468 0.441 -0.694 0.632 0.301
H -1.623093 -1.458583 2.313872 0.594 -0.127 -0.079 0.424
H 0.123464 -1.478887 1.953156 -0.030 -0.411 -0.028 0.401
H -2.779513 -3.773131 0.894581 -0.094 -0.081 -0.158 0.322
H -3.181411 -2.909160 -0.594592 0.215 0.162 -0.058 0.224
H -3.294673 -2.136724 1.013248 -0.269 0.326 -0.138 0.471
C 0.397971 2.565612 -2.700053 1.018 0.765 0.063 -0.819
C 0.856526 1.277467 -2.120344 -0.482 0.183 0.568 0.509
N 0.938791 0.270484 -2.959544 -0.547 1.862 -2.621 -0.238
O 1.135131 1.103552 -0.885833 0.566 0.057 -1.796 0.181
H 0.721452 2.560874 -3.750672 -0.025 0.564 0.337 0.562
H 0.700007 3.434848 -2.085873 0.164 -0.521 -0.591 -0.061
H -0.672740 2.607558 -2.699928 -0.672 -0.308 0.024 0.205
H 0.461625 0.393548 -3.903594 0.945 -0.216 1.715 0.328
H 0.878662 -0.624566 -2.593561 0.089 -2.155 0.834 0.067
F -0.604453 2.995221 2.829997 0.199 -0.293 -0.164 -0.210
C -0.420491 4.299977 2.534631 -0.728 -0.384 -0.029 0.339
F -1.321809 4.931778 3.284027 0.083 0.674 0.009 -0.309
F 0.794475 4.611845 2.937987 0.551 0.371 0.118 -0.290
C -0.600375 4.540607 1.010154 0.333 -0.765 -1.131 1.070
O -0.000034 3.511729 0.261811 -0.380 0.420 1.104 -0.228
C -2.122658 4.595916 0.666246 -0.200 0.497 -0.298 0.368
F -2.733116 5.764372 0.958081 0.360 -0.065 0.612 -0.307
F -2.713935 3.622456 1.324596 -0.591 -0.307 0.586 -0.244
F -2.360722 4.422191 -0.625403 0.351 -0.411 -0.493 -0.290
C 0.034322 5.889076 0.570179 -1.242 0.841 -0.342 0.208
F -0.491415 6.260487 -0.627070 0.077 -0.160 0.386 -0.286
F 1.314889 5.828527 0.406034 1.963 -0.651 -0.226 -0.162
F -0.161081 6.914638 1.419492 -0.600 -0.273 0.248 -0.293
O -1.292490 -1.267311 -3.221264 0.596 -1.306 -0.079 -0.527
S -2.057046 -0.061963 -3.149031 -0.196 2.414 0.005 1.019
O -1.834196 0.878128 -4.255135 -0.136 -0.899 0.687 -0.752
N -1.834582 0.727344 -1.723545 -0.076 -0.935 -1.187 0.124
C -2.998677 0.812943 -1.039853 0.237 -0.467 -1.307 -0.135
O -3.082611 1.458951 -0.030838 -0.685 0.520 1.749 -0.636
C -4.128205 0.047909 -1.694347 0.195 -0.288 -0.315 -0.168
C -5.358991 -0.296893 -1.189012 0.264 -0.614 0.107 -0.330
C -6.180724 -1.142446 -1.933342 -0.187 1.002 0.611 -0.731
C -5.823705 -1.507307 -3.205580 -1.013 -0.562 -0.497 -0.489
C -4.573992 -1.217799 -3.701231 0.086 -0.490 -1.466 -0.786
C -3.755994 -0.462923 -2.931737 0.775 0.809 0.960 0.310
H -5.599383 -0.035075 -0.185976 -0.322 0.391 0.570 0.561
H -7.140435 -1.419999 -1.526109 -0.112 -0.098 -0.030 0.441
H -6.578173 -1.996434 -3.820334 0.396 -0.215 0.065 0.392
H -4.263563 -1.575348 -4.685781 -0.077 0.142 0.300 0.478
```
Positions in Å, forces in eV/Å.

Summary:
- E_tot (hartree) = -3817.99183
- HOMO energy (hartree) = -0.292
- gap between HOMO and LUMO (eV) = 7.99
- energy above the lowest of the compared OMol25 structures with the same formula, charge and spin (kJ/mol) = 0.0
- LUMO energy (eV) = 0.0